Record 1
{
  "formula": "C38H96F2HgN7O18S2",
  "method": "the ωB97M-V functional and the def2-TZVPD basis",
  "charge": 1,
  "symbols": ["Hg", "N", "S", "O", "O", "F", "S", "O", "O", "F", "C", "C", "O", "O", "H", "H", "H", "H", "H", "H", "C", "O", "C", "C", "N", "C", "C", "O", "C", "H", "H", "H", "H", "H", "H", "H", "H", "H", "H", "H", "H", "H", "H", "H", "C", "O", "C", "C", "N", "C", "C", "O", "C", "H", "H", "H", "H", "H", "H", "H", "H", "H", "H", "H", "H", "H", "H", "H", "C", "O", "C", "C", "N", "C", "C", "O", "C", "H", "H", "H", "H", "H", "H", "H", "H", "H", "H", "H", "H", "H", "H", "H", "C", "O", "C", "C", "N", "C", "C", "O", "C", "H", "H", "H", "H", "H", "H", "H", "H", "H", "H", "H", "H", "H", "H", "H", "C", "O", "C", "C", "N", "C", "C", "O", "C", "H", "H", "H", "H", "H", "H", "H", "H", "H", "H", "H", "H", "H", "H", "H", "C", "O", "C", "C", "N", "C", "C", "O", "C", "H", "H", "H", "H", "H", "H", "H", "H", "H", "H", "H", "H", "H", "H", "H"],
  "xyz": [[0.51, 1.07, -2.59], [1.18, 0.36, -0.53], [0.90, 0.93, 0.92], [1.85, 1.81, 1.51], [0.12, 0.10, 1.79], [-0.25, 1.98, 0.47], [1.94, -1.05, -0.01], [1.10, -2.20, -0.01], [2.98, -0.90, 0.95], [2.81, -1.24, -1.35], [-1.93, 1.90, 3.97], [-0.74, 1.79, 4.88], [-0.66, 2.84, 5.84], [-3.12, 1.60, 4.70], [-1.90, 1.17, 3.15], [-2.04, 2.86, 3.47], [0.18, 1.81, 4.29], [-0.81, 0.87, 5.48], [-1.55, 3.06, 6.13], [-3.07, 0.72, 5.08], [2.28, -5.49, -4.77], [2.95, -4.76, -3.77], [3.00, -5.38, -2.52], [3.92, -4.70, -1.54], [5.32, -5.10, -1.76], [6.20, -4.41, -0.82], [7.63, -4.87, -1.02], [8.45, -4.03, -0.26], [9.80, -4.25, -0.56], [1.20, -5.57, -4.63], [2.66, -6.52, -4.88], [2.53, -4.98, -5.71], [3.36, -6.41, -2.59], [1.99, -5.46, -2.09], [3.56, -4.90, -0.52], [3.88, -3.61, -1.64], [5.29, -6.09, -1.50], [5.86, -4.63, 0.20], [6.17, -3.32, -0.96], [7.82, -4.83, -2.10], [7.76, -5.88, -0.62], [10.02, -4.20, -1.63], [10.10, -5.27, -0.25], [10.45, -3.58, -0.01], [-0.06, 4.64, 2.62], [-1.19, 4.34, 1.82], [-2.09, 5.43, 1.81], [-3.25, 5.07, 0.89], [-3.02, 5.58, -0.45], [-4.19, 5.45, -1.31], [-3.89, 5.80, -2.75], [-5.07, 5.64, -3.49], [-4.90, 6.03, -4.84], [0.47, 5.47, 2.14], [0.68, 3.84, 2.63], [-0.34, 4.85, 3.65], [-1.57, 6.34, 1.49], [-2.51, 5.65, 2.80], [-4.24, 5.33, 1.25], [-3.19, 3.97, 0.86], [-2.26, 5.12, -0.92], [-4.96, 6.16, -0.96], [-4.66, 4.46, -1.21], [-3.10, 5.12, -3.11], [-3.50, 6.83, -2.80], [-4.74, 7.10, -4.92], [-5.76, 5.72, -5.42], [-4.06, 5.48, -5.29], [3.45, -3.75, 2.97], [2.05, -3.92, 3.02], [1.37, -2.80, 3.52], [1.72, -2.38, 4.93], [1.28, -3.38, 5.89], [1.98, -3.23, 7.15], [3.40, -3.84, 7.16], [4.41, -2.91, 6.82], [5.72, -3.40, 7.00], [3.80, -4.61, 2.40], [3.87, -3.67, 3.97], [3.72, -2.84, 2.43], [0.29, -2.97, 3.44], [1.67, -1.96, 2.87], [1.35, -1.38, 5.15], [2.81, -2.23, 4.97], [1.33, -4.31, 5.49], [1.48, -3.79, 7.94], [2.06, -2.18, 7.43], [3.44, -4.71, 6.50], [3.60, -4.12, 8.20], [6.37, -2.56, 6.73], [5.93, -4.17, 6.25], [5.98, -3.66, 8.03], [-4.69, 2.55, -3.76], [-4.57, 1.22, -3.29], [-4.24, 1.14, -1.93], [-2.82, 1.58, -1.57], [-1.81, 0.74, -2.23], [-1.69, -0.62, -1.65], [-1.13, -1.61, -2.64], [0.22, -1.29, -2.91], [0.93, -2.30, -3.63], [-3.70, 3.01, -3.87], [-5.22, 3.17, -3.04], [-5.20, 2.54, -4.72], [-4.38, 0.11, -1.61], [-4.97, 1.69, -1.32], [-2.78, 1.59, -0.48], [-2.65, 2.61, -1.91], [-2.16, 0.58, -3.18], [-2.66, -1.05, -1.36], [-1.24, -0.57, -0.66], [-1.79, -1.63, -3.52], [-1.25, -2.61, -2.22], [1.98, -2.05, -3.75], [0.53, -2.37, -4.65], [0.82, -3.27, -3.14], [-5.41, 1.51, 2.17], [-5.03, 0.18, 1.95], [-5.94, -0.54, 1.11], [-5.22, -1.83, 0.74], [-6.10, -2.78, 0.06], [-5.42, -3.54, -0.96], [-4.18, -4.36, -0.56], [-3.05, -3.52, -0.44], [-1.88, -4.27, -0.19], [-4.52, 2.03, 2.54], [-6.15, 1.51, 2.98], [-5.79, 2.11, 1.34], [-6.16, 0.03, 0.20], [-6.88, -0.67, 1.67], [-4.82, -2.24, 1.67], [-4.38, -1.59, 0.10], [-6.50, -3.44, 0.72], [-5.13, -2.91, -1.81], [-6.11, -4.22, -1.46], [-4.00, -5.16, -1.28], [-4.41, -4.73, 0.45], [-1.52, -4.66, -1.16], [-2.02, -5.12, 0.48], [-1.06, -3.58, 0.02], [-0.68, 7.18, -3.37], [-0.45, 5.87, -2.90], [0.19, 5.77, -1.65], [0.17, 4.30, -1.26], [0.79, 3.47, -2.33], [2.27, 3.49, -2.17], [3.02, 2.78, -3.28], [2.77, 1.38, -3.17], [3.76, 0.56, -3.81], [0.22, 7.61, -3.81], [-0.94, 7.82, -2.52], [-1.53, 7.22, -4.05], [-0.36, 6.37, -0.93], [1.23, 6.10, -1.72], [-0.88, 3.99, -1.19], [0.67, 4.12, -0.31], [0.53, 4.02, -3.16], [2.55, 3.09, -1.19], [2.59, 4.53, -2.20], [4.07, 2.93, -3.02], [2.77, 3.18, -4.27], [3.76, 0.77, -4.88], [3.45, -0.46, -3.62], [4.78, 0.66, -3.43]],
  "mulliken_charge": [1.536, 0.294, 0.430, -0.729, -0.583, -0.270, 0.555, -0.145, -0.560, -0.374, 0.340, -0.305, -0.623, -0.595, 0.131, -0.121, 0.114, 0.451, 0.339, 0.370, -0.843, -0.321, -0.579, 0.149, -0.339, -0.300, -0.616, -0.264, -0.752, 0.307, 0.344, 0.270, 0.413, 0.284, 0.182, -0.176, 0.315, 0.099, 0.263, 0.402, 0.327, 0.312, 0.300, 0.250, -1.067, 0.408, -1.186, -0.063, -0.174, -0.779, -0.273, -0.393, -0.789, 0.376, 0.172, 0.357, 0.543, 0.445, 0.529, -0.105, -0.467, 0.536, 0.073, 0.107, 0.614, 0.322, 0.292, 0.287, -0.266, -0.492, -0.231, -0.222, -0.383, -0.929, -0.356, -0.325, -0.791, 0.238, 0.140, 0.109, 0.350, -0.044, 0.301, 0.240, 0.307, 0.389, 0.325, 0.236, 0.525, 0.245, 0.318, 0.317, -0.488, -0.482, -0.382, -0.459, 0.731, 0.187, -0.515, 0.256, -0.891, 0.087, 0.249, 0.390, -0.237, 0.659, 0.052, -0.204, 0.448, -0.554, 0.090, 0.598, -0.157, 0.105, 0.410, 0.168, -0.476, -0.152, -0.684, 0.727, -0.273, -0.917, -0.555, 0.018, -0.823, -0.151, 0.368, 0.328, 0.246, 0.369, 0.296, -0.690, 0.347, 0.190, 0.451, 0.487, 0.358, 0.381, 0.453, -0.025, -0.971, -0.237, -0.756, 0.653, 0.380, -0.671, -0.693, -0.004, -0.604, 0.313, 0.376, 0.260, 0.536, 0.587, -1.132, 0.338, 0.191, 0.264, 0.460, 0.382, 0.404, 0.352, -0.082, 0.277]
}

Record 2
{
  "formula": "C22H28N2O4",
  "method": "the ωB97M-V functional and the def2-TZVPD basis",
  "smiles": "COc1ccc(CCN2C[C@H](C(=O)N(C)Cc3ccc(C)o3)CCC2=O)cc1",
  "de_lowest_ev": 16.709,
  "symbols": ["C", "O", "C", "C", "C", "C", "C", "C", "N", "C", "C", "C", "O", "N", "C", "C", "C", "C", "C", "C", "C", "O", "C", "C", "C", "O", "C", "C", "H", "H", "H", "H", "H", "H", "H", "H", "H", "H", "H", "H", "H", "H", "H", "H", "H", "H", "H", "H", "H", "H", "H", "H", "H", "H", "H", "H"],
  "xyz": [[-0.20, -4.49, 0.57], [-0.49, -3.63, -0.65], [-1.60, -2.85, -0.48], [-2.33, -2.79, 0.58], [-3.40, -1.73, 0.84], [-3.74, -0.98, -0.14], [-4.75, 0.36, -0.31], [-4.19, 1.36, 0.62], [-2.92, 1.82, 0.56], [-1.81, 1.38, 1.24], [-0.67, 0.84, 0.21], [0.49, 0.61, 1.29], [0.73, 1.06, 2.33], [1.47, -0.23, 0.74], [1.51, -0.61, -1.03], [2.71, -0.54, 1.40], [3.96, 0.16, 0.69], [4.29, 1.62, 0.53], [5.38, 1.57, -0.39], [5.71, 0.36, -0.66], [6.70, -0.30, -1.56], [4.75, -0.66, -0.18], [-0.32, 1.88, -0.72], [-1.10, 3.16, -0.87], [-2.62, 2.49, -0.58], [-3.60, 2.97, -1.28], [-2.98, -1.06, -1.62], [-2.04, -2.03, -1.67], [0.26, -3.87, 1.31], [-0.94, -5.20, 0.96], [0.62, -5.01, 0.34], [-2.08, -3.28, 1.71], [-3.69, -1.44, 1.62], [-5.59, -0.30, 0.04], [-4.78, 0.79, -1.16], [-4.16, 1.07, 1.73], [-4.85, 2.26, 0.60], [-2.07, 0.53, 1.96], [-1.39, 2.33, 1.71], [-0.87, -0.15, -0.14], [2.22, -1.65, -0.84], [0.51, -1.25, -1.09], [1.94, 0.11, -1.52], [2.72, -0.18, 2.46], [2.86, -1.50, 1.57], [3.67, 2.45, 1.18], [5.95, 2.52, -0.50], [6.33, -0.53, -2.39], [7.36, -0.96, -1.20], [7.38, 0.59, -1.65], [0.83, 2.06, -0.71], [-0.27, 1.19, -1.76], [-0.91, 3.80, -0.08], [-1.24, 3.69, -1.68], [-3.24, -0.28, -2.35], [-1.41, -2.29, -2.50]],
  "mulliken_charge": [-1.144, -0.438, 0.411, -0.045, -0.940, 0.039, -1.412, -1.002, 0.580, -1.280, 2.252, 0.123, -0.612, 0.210, -0.980, -1.516, 0.610, -0.326, -0.479, 0.441, -1.403, -0.368, 0.015, -1.430, 0.638, -0.712, -0.617, -0.374, 0.443, 0.350, 0.410, 0.100, 1.238, 0.345, 0.854, 0.518, 0.370, 0.381, 0.333, -1.418, 0.208, 0.215, 0.469, 0.449, 0.621, 0.291, 0.344, 0.399, 0.436, 0.320, 0.185, 0.275, 0.408, 0.500, 0.370, 0.343]
}

The records above give, respectively, orbital gap values of 5.59, 8.70 eV.